8
Properties=species:S:1:pos:R:3:mulliken_spin:R:1 method="wB97M-V/def2-TZVPD" max_force_ev_per_a=2.596 spin_multiplicity=3 energy_ha=-2253.58141 de_lowest_kcal_mol=0.00 orbital_gap_ev="6.31 / 6.82"
Cl -2.5872 0.5432 -1.7169 0.024
Cl -2.0470 0.1370 0.9656 0.108
Cl -0.3753 2.0813 -0.5853 0.025
S 0.9463 -1.3179 -0.2673 0.162
S 3.0587 -1.0330 1.0291 0.841
C -0.3308 -0.5637 -0.7874 0.848
C -1.2402 0.5219 -0.6514 0.003
H 2.5754 -0.3689 2.0137 -0.011